ORCA calculation (the ωB97M-V functional and the def2-TZVPD basis) on an isolated molecule of C16H17ClN2O3S in a non-equilibrium geometry.

Each line ends with the natural charge from an NBO analysis.
Geometry (Å):
1 C 2.737 2.553 2.054  -0.613
2 H 1.912 2.237 2.689  0.209
3 H 3.221 1.665 1.654  0.212
4 C 2.221 3.430 0.918  -0.223
5 N 1.217 2.728 0.149  -0.609
6 C 1.405 2.326 -1.115  0.661
7 O 2.362 2.623 -1.800  -0.633
8 C 0.269 1.431 -1.641  -0.325
9 N -0.070 0.356 -0.733  -0.696
10 C 0.828 -0.689 -0.510  0.227
11 C 2.116 -0.683 -1.048  -0.265
12 C 2.975 -1.744 -0.830  -0.214
13 C 2.563 -2.822 -0.065  -0.047
14 C 1.288 -2.844 0.477  -0.213
15 C 0.427 -1.788 0.248  -0.248
16 H -0.561 -1.817 0.674  0.222
17 H 0.967 -3.684 1.071  0.229
18 Cl 3.638 -4.145 0.213  0.004
19 H 3.969 -1.725 -1.249  0.232
20 H 2.468 0.148 -1.635  0.242
21 S -1.262 0.672 0.417  2.290
22 O -1.800 1.964 0.095  -0.937
23 O -0.737 0.495 1.740  -0.927
24 C -2.534 -0.545 0.091  -0.242
25 C -2.898 -0.793 -1.218  -0.201
26 C -3.915 -1.698 -1.473  -0.205
27 C -4.555 -2.334 -0.420  -0.188
28 C -4.185 -2.070 0.889  -0.192
29 C -3.167 -1.166 1.150  -0.225
30 H -2.848 -0.939 2.155  0.245
31 H -4.688 -2.564 1.706  0.223
32 H -5.348 -3.038 -0.622  0.221
33 H -4.208 -1.906 -2.490  0.224
34 H -2.385 -0.284 -2.018  0.229
35 H -0.627 2.045 -1.752  0.263
36 H 0.554 1.024 -2.615  0.232
37 H 0.385 2.441 0.642  0.402
38 H 1.784 4.350 1.318  0.192
39 H 3.027 3.687 0.227  0.230
40 H 3.455 3.103 2.656  0.212

The value obtained for the HOMO energy is -0.315 Eh. The spin multiplicity is 1. The value obtained for the LUMO energy is 0.273 eV. The energy above the lowest of the compared OMol25 structures with the same formula, charge and spin is 101.7 kJ/mol. As for the SMILES: CCNC(=O)CN(c1ccc(Cl)cc1)S(=O)(=O)c1ccccc1. The total energy comes out at -1813.522639 a.u.